59
Properties=species:S:1:pos:R:3:mulliken_charge:R:1 method="wB97M-V/def2-TZVPD" relative_energy_kcal_mol=43.1 orbital_gap_ha=0.3531 homo_ev=-9.23 e_tot_ev=-26875.0141 smiles=COC[C@H](C)N.CC(C)O.CC(C)O.CC(C)O.CO spin_multiplicity=1
C -7.300 1.692 -2.595 -1.26
C -5.871 1.083 -2.575 0.36
C -5.027 1.395 -3.836 -1.13
O -5.181 1.513 -1.373 -0.53
H -7.672 1.854 -1.584 0.35
H -8.077 1.090 -3.066 0.36
H -7.264 2.676 -3.063 0.31
H -6.023 0.006 -2.505 0.28
H -4.041 1.086 -3.489 0.30
H -5.095 2.453 -4.092 0.30
H -5.431 0.784 -4.644 0.34
H -5.315 2.462 -1.314 0.30
C 3.184 -9.154 2.884 -1.25
C 2.489 -7.933 2.250 0.51
C 2.159 -6.843 3.336 -1.22
O 3.172 -7.384 1.148 -0.56
H 4.247 -9.086 3.116 0.33
H 3.065 -9.978 2.181 0.32
H 2.608 -9.446 3.762 0.35
H 1.512 -8.226 1.864 0.22
H 3.019 -6.199 3.520 0.31
H 1.985 -7.273 4.323 0.33
H 1.249 -6.291 3.101 0.34
H 2.523 -6.949 0.590 0.32
C 3.604 -2.114 -1.944 -1.24
C 2.419 -2.367 -2.860 0.52
C 2.771 -2.644 -4.348 -1.26
O 1.724 -3.498 -2.341 -0.57
H 3.392 -1.759 -0.936 0.35
H 4.259 -1.396 -2.438 0.31
H 4.134 -3.046 -1.746 0.32
H 1.775 -1.492 -2.781 0.23
H 3.175 -1.742 -4.809 0.37
H 1.851 -2.850 -4.894 0.31
H 3.518 -3.436 -4.407 0.32
H 1.230 -3.168 -1.587 0.32
C 0.736 4.981 -0.149 -1.18
C 0.350 6.524 0.054 0.19
C 0.208 6.928 1.524 -0.63
O 1.384 6.469 2.253 -0.28
C 1.324 6.535 3.677 -0.79
N 1.421 7.265 -0.549 -0.73
H -0.145 4.473 0.243 0.30
H 1.526 4.670 0.535 0.27
H 0.957 4.835 -1.207 0.41
H -0.338 6.889 -0.709 0.37
H -0.689 6.460 1.930 0.35
H 0.117 8.011 1.599 0.39
H 1.161 7.538 4.070 0.31
H 2.380 6.352 3.880 0.26
H 0.696 5.805 4.188 0.28
H 1.124 8.223 -0.432 0.22
H 2.301 7.189 -0.060 0.27
C -1.097 -0.509 3.052 -0.50
O -1.209 -0.838 1.662 -0.49
H -0.734 0.497 3.265 0.24
H -2.026 -0.671 3.597 0.25
H -0.328 -1.121 3.523 0.22
H -1.884 -0.329 1.208 0.29